# 1
Below is a molecular structure, C31H22MgN6O2 in a non-equilibrium geometry, with properties calculated with ωB97M-V with the def2-TZVPD basis set.

The geometry in XYZ format:
```
62
Properties=species:S:1:pos:R:3:forces:R:3
Mg 1.388 -1.199 1.471 0.4 0.0 -0.1
O 1.207 -4.767 -0.730 0.6 0.3 0.7
O 1.491 -3.095 0.780 0.4 0.0 0.2
N 2.352 -0.441 -0.558 0.2 0.6 0.4
N -0.833 -1.766 -0.512 -0.4 1.1 -0.3
N 2.623 1.501 0.838 -0.1 0.5 -0.8
N 2.298 0.710 1.788 0.1 0.3 1.8
N 2.325 -0.185 -2.876 0.1 -2.0 -0.6
N 1.377 -0.912 3.595 0.6 0.7 0.0
C 1.871 0.541 5.500 -0.5 0.0 0.7
C -2.782 0.212 0.856 -0.1 -0.5 0.4
C -0.389 -3.089 -0.717 0.6 -0.5 0.0
C -1.685 -1.302 -1.601 -0.4 -1.0 0.1
C 2.594 0.988 -0.384 -0.1 -0.8 -1.4
C -2.501 0.399 -3.098 0.0 -0.2 -0.1
C 1.862 1.872 -3.960 0.6 0.8 0.4
C 1.872 0.360 4.084 -0.1 -0.6 -1.5
C -3.629 -0.390 -3.382 0.5 0.0 0.8
C 2.426 3.189 -1.622 -0.5 0.2 1.3
C 1.854 3.268 -3.967 -0.9 -0.1 0.4
C 1.175 -1.760 5.840 0.1 -0.3 1.2
C -1.550 -0.058 -2.178 -0.5 0.4 -0.8
C 2.029 3.899 -2.741 0.8 0.1 -1.0
C -2.601 -3.588 -1.696 0.6 1.7 0.0
C -2.716 -2.177 -2.010 -0.4 -1.3 0.0
C 2.278 -0.941 -1.730 -0.4 0.9 1.1
C -3.542 1.304 1.281 1.3 -1.4 -1.0
C 2.322 1.256 3.129 -0.5 -1.7 -1.0
C -0.515 -0.952 0.457 -1.1 1.2 0.3
C 1.516 -0.459 6.362 0.2 -0.2 -1.6
C -1.412 0.289 0.591 0.9 0.7 0.5
C 1.123 -1.882 4.468 0.1 0.1 0.6
C -0.847 1.582 0.724 -0.5 -1.0 0.0
C 2.181 1.170 -2.831 0.4 1.3 0.9
C 0.895 -3.702 -0.174 -1.0 0.3 -0.7
C -3.749 -1.630 -2.806 -0.2 -0.2 0.1
C -2.925 2.533 1.286 -3.3 1.0 1.4
C -1.332 -3.936 -1.234 -0.6 -1.0 -0.3
C -1.634 2.696 1.010 2.9 0.1 -0.9
C 2.454 1.810 -1.582 -0.1 -0.9 -0.3
H -3.221 -0.772 0.832 -0.3 -0.2 -0.1
H -2.433 1.363 -3.587 0.3 0.0 0.2
H -1.065 -4.990 -1.290 0.2 0.2 0.2
H 1.527 -0.224 7.397 -0.1 -0.1 0.9
H 1.698 1.344 -4.855 -0.3 -0.7 -1.1
H -0.725 0.575 -1.915 0.3 0.2 0.1
H 2.564 3.644 -0.641 0.0 0.4 -0.3
H 0.856 -2.840 4.041 -0.1 -0.1 -0.2
H 2.077 1.535 5.883 0.2 0.0 0.0
H -4.560 1.126 1.535 -0.6 0.2 0.2
H -4.667 -2.209 -2.908 0.2 0.0 -0.3
H 0.213 1.654 0.673 0.7 0.3 -0.3
H 2.663 2.277 3.269 0.0 -0.1 0.2
H -3.517 3.371 1.660 0.1 0.1 -0.3
H 0.997 -2.634 6.517 0.1 0.9 -0.8
H 1.538 3.775 -4.882 0.2 0.1 0.4
H -3.244 -4.332 -2.136 -0.3 0.0 0.0
H 1.954 4.963 -2.688 0.0 0.6 0.1
H 2.001 -0.673 -3.696 0.0 0.2 0.0
H -1.184 3.691 0.989 0.0 -0.3 0.2
H -4.427 -0.008 -3.988 -0.3 0.2 -0.3
H 2.085 -1.985 -1.882 0.0 -0.6 0.1
```
Forces are in eV/Å.

Results
- relative energy (zero: lowest compared OMol25 entry of this formula, charge and spin) (kcal/mol) = 8.6
- orbital gap (eV) = 4.494
- HOMO level (Eh) = 0.011
- total charge = -2
- maximum force (hartree/bohr) = 0.0726


# 2
Below is a molecular structure, C55H43AsCl4IN6O7SZr in a non-equilibrium geometry, with properties calculated with ωB97M-V with the def2-TZVPD basis set.

The geometry in XYZ format:
```
119
Properties=species:S:1:pos:R:3:forces:R:3
I 4.089 -1.511 -2.563 0.0 -0.2 0.4
Zr -0.767 0.338 -0.181 -0.5 1.1 -2.0
As 1.384 1.840 1.375 0.5 0.9 0.6
Cl -5.621 -5.049 -6.594 0.0 0.0 0.0
Cl -8.928 1.307 4.570 0.0 0.0 0.0
Cl -1.376 10.091 -1.404 0.0 0.0 0.0
Cl 3.799 1.960 -8.459 0.0 0.0 0.0
S 1.222 -1.818 1.426 0.4 -0.2 0.2
O 0.787 -1.074 0.162 0.7 -0.5 0.6
O 1.094 -0.971 2.590 0.0 0.0 0.0
O -2.108 -0.137 3.770 0.1 0.1 0.0
O -1.147 0.364 1.825 -0.5 -0.4 0.8
O -3.644 -4.281 4.175 0.0 0.0 0.0
O -3.220 -2.206 4.864 0.0 0.0 0.0
O 0.636 -3.129 1.534 0.0 -0.1 -0.2
N -1.738 -2.021 0.753 0.0 0.0 0.3
N 0.237 2.081 -1.500 0.0 -0.1 -0.2
N -2.879 -0.147 -0.740 -0.3 0.0 0.1
N -2.561 -3.819 1.689 0.0 0.0 0.0
N -0.419 -0.460 -2.306 0.0 -0.4 -0.2
N -2.076 2.203 0.265 0.1 0.1 0.2
C -4.006 0.995 1.121 0.0 -0.1 0.1
C 3.256 1.564 -6.851 0.0 0.0 0.0
C -5.218 1.059 1.986 0.0 0.0 0.0
C -3.700 -4.676 -4.725 0.0 0.0 0.0
C 3.094 1.352 2.226 -0.1 -0.2 -0.2
C -3.461 3.376 1.696 0.0 0.1 0.0
C 1.236 1.920 -2.416 0.0 0.1 -0.1
C -2.988 -3.910 -3.814 0.0 0.0 0.0
C -0.108 6.491 -0.224 0.0 0.0 0.0
C 2.388 0.891 -4.286 0.0 0.0 -0.1
C -7.614 1.364 2.204 0.0 0.0 0.0
C 1.597 3.140 -2.997 0.1 0.0 0.1
C 2.986 0.228 -1.925 0.0 0.0 0.0
C -0.218 7.865 -0.393 0.0 0.0 0.0
C -1.668 -4.116 -0.613 0.0 0.0 0.0
C -1.793 -0.417 2.610 0.0 -0.1 0.2
C -6.266 1.001 4.167 0.0 0.0 0.0
C -3.296 -2.569 -3.605 0.0 0.0 0.0
C -1.188 -1.439 -2.922 0.1 0.0 -0.1
C -2.561 -1.689 -2.646 -0.1 0.0 0.1
C -4.585 -1.633 -1.234 0.0 0.0 0.1
C 0.520 2.540 2.980 -0.1 -0.1 0.0
C -7.498 1.216 3.576 0.0 0.0 0.0
C -1.790 3.565 0.213 0.1 0.1 -0.1
C -2.141 7.525 -1.806 0.0 0.0 0.0
C -3.211 -3.168 3.966 0.0 0.0 0.0
C -0.937 4.140 -0.673 -0.1 0.0 0.2
C -1.995 -3.297 0.579 0.0 0.0 -0.1
C -4.938 -0.982 -0.110 -0.1 -0.1 -0.1
C -3.287 -1.144 -1.630 0.0 -0.1 -0.2
C -0.043 3.443 -1.523 0.1 0.0 0.0
C -5.133 0.926 3.369 0.0 0.0 0.0
C -3.152 2.101 1.083 0.0 0.0 -0.3
C 2.951 -2.120 1.209 -0.1 0.1 -0.2
C 0.789 -1.458 -3.955 0.1 0.0 0.0
C -2.022 6.157 -1.622 0.0 0.0 0.1
C -2.640 -2.843 2.640 0.0 0.0 0.0
C 1.899 1.416 -6.603 0.0 0.0 0.0
C 0.787 4.104 -2.431 -0.1 0.0 0.0
C 3.734 1.074 -4.560 0.0 0.1 -0.1
C -4.336 -2.010 -4.347 0.0 -0.1 0.0
C -5.054 -2.761 -5.263 0.0 0.0 0.0
C 1.842 0.604 -2.875 -0.1 0.0 0.0
C -6.473 1.288 1.421 0.0 0.0 0.0
C -3.904 -0.004 0.154 0.1 0.2 -0.1
C 1.480 1.087 -5.328 0.0 0.0 0.0
C 0.771 -0.463 -2.981 0.0 0.0 0.0
C -4.728 -4.094 -5.444 0.0 0.1 0.0
C -1.008 5.624 -0.830 0.0 0.0 0.0
C -2.114 -1.734 2.039 0.0 0.0 -0.1
C -0.454 -2.069 -3.932 -0.1 0.0 0.0
C 2.069 3.569 0.728 -0.1 -0.1 -0.1
C -1.234 8.368 -1.185 0.0 -0.1 0.0
C 4.177 1.404 -5.838 0.0 0.0 0.0
C -2.645 4.284 1.126 -0.1 -0.1 0.1
H -2.573 -4.365 -1.169 0.0 0.0 0.0
H 1.238 4.261 0.624 0.1 -0.1 0.1
H -4.578 -0.965 -4.198 0.0 0.0 0.0
H -2.929 7.936 -2.422 0.0 0.0 0.0
H -5.129 -2.415 -1.741 0.0 0.0 0.0
H -5.858 -2.316 -5.835 0.0 0.0 0.0
H 4.480 0.968 -3.786 0.0 0.0 -0.1
H -3.460 -5.720 -4.878 0.0 0.0 0.0
H -4.165 0.761 3.825 0.0 0.0 0.0
H 0.688 6.090 0.390 0.0 0.1 0.0
H -4.243 3.539 2.420 0.0 0.0 0.0
H -2.806 -1.365 4.493 0.1 0.0 0.0
H 3.719 1.028 -1.854 0.0 0.0 0.0
H 2.787 3.968 1.444 0.0 0.0 0.0
H -6.552 1.415 0.348 0.0 0.0 0.0
H 3.865 1.197 1.469 0.0 0.0 0.0
H 0.421 0.990 -5.130 0.0 0.0 0.0
H 1.181 1.562 -7.398 0.0 0.0 0.0
H 1.161 3.279 3.462 0.0 0.0 0.0
H -0.803 -2.850 -4.584 0.0 0.0 0.0
H 0.316 1.713 3.658 0.0 0.0 0.0
H 3.479 -1.191 1.010 0.0 0.0 0.0
H 3.075 -2.825 0.395 0.1 0.0 -0.1
H 5.232 1.536 -6.035 0.0 0.0 0.0
H -2.724 5.483 -2.097 0.0 0.0 0.0
H 0.480 8.539 0.085 0.0 0.0 0.0
H -0.431 2.995 2.704 0.0 0.0 0.0
H -1.174 -5.039 -0.305 0.0 0.0 0.0
H 2.962 0.448 2.812 0.0 0.0 0.0
H 2.606 -0.015 -0.940 0.0 -0.1 0.1
H -8.583 1.545 1.758 0.0 0.0 0.0
H -5.826 -1.121 0.484 0.0 0.0 0.0
H 1.600 -1.662 -4.633 0.0 0.0 0.0
H -2.180 -4.368 -3.260 0.0 0.0 -0.1
H -0.997 -3.555 -1.260 0.0 0.0 0.0
H 2.542 3.459 -0.249 0.0 0.0 0.0
H -6.194 0.883 5.240 0.0 0.0 0.0
H 3.395 2.175 2.873 0.0 0.0 0.0
H 0.774 5.161 -2.639 0.0 0.0 0.0
H 2.348 3.295 -3.752 0.0 0.0 0.0
H -2.846 -4.770 1.861 0.0 0.0 0.0
H 3.283 -2.556 2.148 0.0 0.0 0.0
H -2.611 5.349 1.292 0.0 0.0 0.0
```
Forces are in eV/Å.

Results
- relative energy (zero: lowest compared OMol25 entry of this formula, charge and spin) (kcal/mol) = 0.0
- orbital gap (eV) = 5.345
- HOMO level (Eh) = -0.154
- total charge = -1
- maximum force (hartree/bohr) = 0.0454


# 3
Below is 7 unconnected molecules or ions with the total composition H14O7 in a non-equilibrium geometry, with properties calculated with ωB97M-V with the def2-TZVPD basis set.

The geometry in XYZ format:
```
21
Properties=species:S:1:pos:R:3:forces:R:3
O -0.374 0.427 -0.807 0.5 -0.5 -0.1
O 1.511 3.516 0.125 0.2 -0.1 -0.1
O -1.837 2.074 0.488 -0.7 0.5 0.6
O 0.841 -3.178 -4.448 0.2 0.0 0.0
O -1.433 1.086 3.094 -0.3 -0.4 0.1
O -2.650 -3.261 -1.187 -0.1 0.2 0.1
O 3.773 -0.237 2.785 0.2 0.1 0.0
H -1.954 0.424 3.562 0.2 0.0 0.1
H 1.537 -2.937 -3.827 -0.1 0.0 0.0
H -1.133 1.416 0.518 -0.4 0.2 -0.2
H -0.702 -0.454 -1.020 0.1 0.0 -0.1
H 0.145 0.297 -0.005 0.4 -0.3 -0.1
H -3.572 -3.330 -1.459 0.1 0.0 0.0
H -2.603 1.613 0.851 -0.1 0.1 -0.5
H 1.291 -3.721 -5.106 -0.1 0.0 0.0
H -2.060 1.488 2.482 0.4 0.3 0.2
H 1.196 2.817 -0.459 -0.1 0.1 0.0
H -2.566 -2.355 -0.869 -0.1 -0.1 0.0
H 2.238 3.920 -0.364 -0.1 0.0 0.1
H 4.049 0.377 2.095 -0.1 0.0 0.1
H 4.301 0.018 3.550 -0.1 -0.1 0.0
```
Forces are in eV/Å.

Results
- relative energy (zero: lowest compared OMol25 entry of this formula, charge and spin) (kcal/mol) = 62.1
- orbital gap (eV) = 11.121
- HOMO level (Eh) = -0.406
- SMILES = O.O.O.O.O.O.O
- maximum force (hartree/bohr) = 0.0196